(1)
DFT (ωB97M-V/def2-TZVPD) results for a 8-piece molecular cluster, C20H53O12PS2 overall.

Each line ends with the Löwdin charge.
Atoms and positions in Å:
C: 2.00290 0.56964 0.19377  -0.130
C: 0.42767 0.35979 0.60882  -0.248
C: 0.20478 -0.28023 2.10149  -0.198
C: 0.60427 -1.86362 2.24739  -0.183
C: -0.20337 -2.87818 1.24441  -0.155
C: -1.37359 -3.77705 1.96048  -0.307
C: -2.72477 -2.94230 2.38416  -0.151
C: -3.99304 -3.16156 1.31593  -0.426
P: -5.44829 -1.97964 1.67657  0.352
S: -5.31273 -0.98253 3.34114  0.123
C: -3.34042 -3.03154 -0.18154  -0.318
C: -4.42044 -2.87528 -1.40427  -0.129
C: -4.05489 -1.61973 -2.44725  -0.158
O: -4.74144 -0.36429 -2.10856  -0.094
C: -4.00050 0.43725 -1.12393  -0.292
C: -4.87761 1.50314 -0.18121  -0.022
O: -2.68071 0.44474 -0.92465  -0.034
S: -2.23844 -4.55933 -0.41221  0.852
O: -3.02479 -5.81231 -0.91627  -0.363
O: -1.12673 -4.30557 -1.49956  -0.372
O: -1.61519 -4.96162 1.12249  -0.253
H: 2.43451 -0.43650 -0.25087  0.091
H: 2.07871 1.36212 -0.68631  0.076
H: 2.59241 0.93992 1.13783  0.064
H: -0.05759 1.44949 0.61447  0.108
H: -0.09249 -0.21786 -0.26591  0.087
H: 0.89953 0.34932 2.84024  0.112
H: -0.89149 -0.15078 2.53131  0.090
H: 0.37690 -2.20333 3.35879  0.119
H: 1.76520 -1.96466 2.07837  0.117
H: 0.60472 -3.65443 0.83262  0.141
H: -0.56176 -2.26744 0.31273  0.095
H: -0.89998 -4.18395 2.97793  0.173
H: -2.45111 -1.78111 2.41654  0.113
H: -3.07558 -3.20050 3.49411  0.127
H: -4.31569 -4.29908 1.47576  0.147
H: -5.70817 -1.07481 0.54977  -0.027
H: -6.65024 -2.82140 1.75261  -0.004
H: -2.67645 -2.05795 -0.18338  0.129
H: -5.54911 -2.86357 -1.07106  0.122
H: -4.30185 -3.85483 -2.07670  0.130
H: -2.89964 -1.52396 -2.62238  0.131
H: -4.50893 -1.97088 -3.49427  0.148
H: -4.87806 2.56590 -0.72506  0.108
H: -5.99373 1.15127 -0.14349  0.083
H: -4.39289 1.68793 0.87051  0.087
C: -1.49333 2.69250 3.77134  -0.157
O: -2.24279 1.49220 3.72875  -0.155
H: -0.77809 2.63574 4.59528  0.083
H: -0.95244 2.81912 2.83034  0.067
H: -2.16644 3.53784 3.93366  0.075
H: -2.86834 1.57188 2.98853  0.058
C: 2.69273 2.72415 3.31837  -0.175
O: 2.37110 1.94363 4.45484  -0.137
H: 1.86444 2.67497 2.60760  0.066
H: 2.84936 3.76249 3.62066  0.063
H: 3.59705 2.32987 2.84850  0.071
H: 3.12390 2.00649 5.06716  0.082
C: 2.46354 2.33733 -3.60784  -0.162
O: 3.42499 2.00194 -2.62430  -0.152
H: 1.84015 3.15208 -3.23204  0.079
H: 2.97125 2.66082 -4.51979  0.072
H: 1.83577 1.46761 -3.81650  0.078
H: 3.96288 1.27699 -2.98584  0.060
C: 2.63446 6.80346 2.18603  -0.158
O: 2.77446 5.42596 1.89086  -0.142
H: 2.04400 6.91302 3.09873  0.082
H: 3.62161 7.24676 2.33794  0.076
H: 2.12174 7.30358 1.36079  0.075
H: 3.30231 5.36024 1.07683  0.091
C: 5.39273 0.31653 0.52595  -0.173
O: 5.07110 -0.46399 1.66242  -0.136
H: 4.56444 0.26735 -0.18482  0.048
H: 5.54936 1.35487 0.82824  0.077
H: 6.29705 -0.07775 0.05608  0.075
H: 5.82390 -0.40113 2.27474  0.082
C: -1.34744 -1.83951 -5.45405  -0.172
O: -0.28622 -2.77610 -5.48269  -0.125
H: -1.22982 -1.14368 -6.28810  0.081
H: -2.30081 -2.36444 -5.55207  0.072
H: -1.31978 -1.28483 -4.51299  0.065
H: -0.41735 -3.37976 -4.73170  0.081
C: 5.92642 0.56029 -5.46716  -0.161
O: 5.81696 0.05129 -4.15066  -0.135
H: 4.93924 0.55032 -5.93517  0.081
H: 6.30029 1.58648 -5.43225  0.078
H: 6.60802 -0.06767 -6.04606  0.077
H: 6.70764 0.07241 -3.76103  0.088

## Properties
gap between HOMO and LUMO	9.27	eV
charge	0
SMILES string	CCCCC[C@H]1C[C@@H]([PH2]=S)[C@H](CCOC(C)=O)S(=O)(=O)O1.CO.CO.CO.CO.CO.CO.CO
highest occupied orbital energy	-9.09	eV

(2)
DFT (ωB97M-V/def2-TZVPD) results for a single C22H26N4O3 molecule.

Each line ends with the Löwdin charge.
Atoms and positions in Å:
C: -2.03512 1.97699 3.11977  -0.055
O: -1.46824 2.51345 4.29945  -0.078
C: -0.11172 2.62082 4.40748  -0.215
C: 0.35216 3.71422 5.13969  0.005
C: 1.70201 3.94330 5.30471  -0.075
C: 2.62785 3.08808 4.72738  -0.081
C: 2.18636 1.98453 4.02674  -0.005
C: 0.82641 1.72623 3.87865  -0.145
N: 0.44516 0.53751 3.22156  0.049
C: -0.15380 -0.56304 3.79506  -0.343
C: -0.51667 -0.59402 5.23124  0.015
N: -0.32758 -1.53912 2.95579  0.169
C: 0.17797 -1.10455 1.75586  -0.211
C: 0.24630 -1.74279 0.52612  0.044
C: 0.81976 -1.04980 -0.53033  -0.135
C: 0.96518 -1.63923 -1.89196  -0.467
O: 1.84877 -1.30003 -2.65928  0.051
N: 0.02739 -2.55754 -2.22551  0.063
C: 0.00629 -3.25699 -3.48805  -0.150
C: -1.25823 -2.97460 -4.31121  -0.187
N: -1.06468 -1.93585 -5.30393  -0.174
C: -0.78070 -0.63165 -4.72665  -0.158
C: -0.53358 0.37374 -5.84995  -0.190
O: -1.63353 0.46193 -6.72712  -0.134
C: -1.91073 -0.80063 -7.28113  -0.203
C: -2.20858 -1.83229 -6.19360  -0.180
C: 1.32645 0.24723 -0.35339  -0.017
C: 1.26286 0.89969 0.85824  0.005
C: 0.68429 0.20781 1.90972  -0.160
H: -2.13715 0.88907 3.16696  0.087
H: -1.45582 2.24951 2.23411  0.103
H: -3.02912 2.41871 3.04621  0.098
H: -0.38340 4.38009 5.56262  0.121
H: 2.03354 4.79969 5.87128  0.106
H: 3.68531 3.27198 4.83428  0.104
H: 2.88929 1.28846 3.59257  0.126
H: -1.24608 0.17971 5.46889  0.081
H: 0.36804 -0.41958 5.84374  0.093
H: -0.93500 -1.56755 5.46698  0.087
H: -0.10930 -2.75718 0.43483  0.117
H: -0.71848 -2.75513 -1.57827  0.127
H: 0.88908 -2.94251 -4.04770  0.126
H: 0.07544 -4.33267 -3.29273  0.119
H: -1.53126 -3.88241 -4.85577  0.117
H: -2.09120 -2.73285 -3.62209  0.124
H: 0.11995 -0.69278 -4.11896  0.101
H: -1.62094 -0.28065 -4.09881  0.136
H: -0.38461 1.37454 -5.44183  0.126
H: 0.36319 0.06882 -6.40872  0.129
H: -2.77526 -0.66909 -7.93458  0.124
H: -1.05032 -1.14585 -7.87402  0.126
H: -2.38822 -2.80545 -6.65670  0.122
H: -3.12023 -1.52669 -5.64731  0.130
H: 1.77923 0.72529 -1.20842  0.116
H: 1.65244 1.89871 0.98669  0.114

## Properties
gap between HOMO and LUMO	9.33	eV
charge	0
SMILES string	COc1ccccc1-n1c(C)nc2cc(C(=O)NCCN3CCOCC3)ccc21
highest occupied orbital energy	-8.66	eV
relative energy (zero: lowest compared OMol25 entry of this formula, charge and spin)	233.4	kJ/mol

(3)
DFT (ωB97M-V/def2-TZVPD) results for C6H18ClNSb as an isolated structure.

Each line ends with the Löwdin charge.
Atoms and positions in Å:
C: 2.75514 -1.03580 1.26476  -0.212
C: 2.81019 0.02566 0.00906  -0.355
C: 1.74587 1.27037 0.11601  -0.852
Cl: 0.97982 1.47390 1.79311  0.385
Sb: 0.22829 1.14554 -1.54358  0.682
C: -0.46341 -0.85689 -0.90657  -0.436
C: -2.05379 -0.95907 -0.52195  -0.295
C: -2.54000 0.08004 0.66418  -0.313
N: -3.63852 -0.60436 1.48461  -0.083
H: 3.23245 -2.05097 0.86005  0.072
H: 1.66506 -1.29937 1.62550  0.046
H: 3.35485 -0.68415 2.21998  0.068
H: 2.57934 -0.55973 -0.99512  0.063
H: 3.90417 0.46593 -0.00865  0.097
H: 2.36450 2.26926 -0.09104  0.049
H: -0.91133 2.00292 -0.54040  -0.102
H: 0.79793 2.72739 -2.12184  -0.142
H: 1.45252 0.43000 -2.57774  -0.103
H: -0.93765 1.20165 -2.87311  -0.125
H: 0.24249 -1.22848 -0.03052  0.037
H: -0.27470 -1.60784 -1.81080  0.056
H: -2.78531 -0.82228 -1.44350  0.100
H: -2.23979 -2.06158 -0.11228  0.091
H: -2.97014 1.03565 0.09438  0.102
H: -1.64159 0.46439 1.31568  0.065
H: -3.23596 -0.87458 2.42705  0.062
H: -4.42044 0.05240 1.70270  0.044

## Properties
gap between HOMO and LUMO	6.95	eV
charge	-1
highest occupied orbital energy	-3.57	eV

(4)
DFT (ωB97M-V/def2-TZVPD) results for a single C3H3NO2S molecule.

Each line ends with the Löwdin charge.
Atoms and positions in Å:
C: -1.87108 0.60471 0.16807  -0.300
C: -2.37960 -0.39884 -0.49300  -0.184
C: 1.31858 0.22141 0.37664  -0.480
N: 2.45587 -0.43472 0.37192  -0.028
O: -0.80300 1.34387 -0.16061  -0.424
O: -2.59114 -1.37301 -1.14678  0.125
S: 0.38855 0.35643 -0.95160  0.988
H: -2.26497 1.14500 1.00759  0.123
H: 2.95932 -0.43897 1.21938  0.073
H: 2.78747 -1.02590 -0.39161  0.106

## Properties
gap between HOMO and LUMO	8.29	eV
charge	0
highest occupied orbital energy	-8.32	eV
relative energy (zero: lowest compared OMol25 entry of this formula, charge and spin)	515.1	kJ/mol